Record 1
A molecular structure, C44H52AsIrN2PSTe at a distorted geometry. Source: the OMol25 dataset; level of theory: ωB97M-V/def2-TZVPD.

XYZ file:
```
103
C44H52AsIrN2PSTe (ωB97M-V/def2-TZVPD)
Ir 0.408 1.809 0.807
C 2.846 2.738 3.518
C 2.334 2.658 2.148
C 1.671 3.733 1.454
C 1.307 4.998 2.145
C 1.471 3.640 0.037
C 0.882 4.807 -0.743
C 1.975 2.504 -0.683
C 2.011 2.667 -2.201
C 2.556 1.393 -0.084
C 3.253 0.320 -0.813
C 2.538 1.338 1.489
C 3.114 0.136 2.177
H 2.936 1.722 3.965
H 2.442 3.453 4.149
H 3.990 2.999 3.424
H 0.285 5.102 1.953
H 1.880 5.794 1.686
H 1.485 5.061 3.196
H 0.036 4.554 -1.347
H 1.674 5.413 -1.234
H 0.553 5.553 0.046
H 1.166 3.220 -2.619
H 2.084 1.601 -2.593
H 2.881 3.110 -2.583
H 3.412 -0.631 -0.340
H 4.183 0.685 -1.220
H 2.696 0.136 -1.737
H 4.114 0.224 2.497
H 3.080 -0.692 1.514
H 2.504 -0.090 3.076
S -1.805 4.454 -3.119
C -2.535 2.945 -2.699
N -3.864 3.114 -2.232
C -4.689 2.164 -2.096
C -4.513 0.820 -1.783
C -3.178 0.239 -1.541
N -1.994 0.752 -1.912
H -4.035 4.126 -2.166
H -5.703 2.509 -2.185
H -5.414 0.192 -1.508
H -2.963 -0.662 -0.939
C 0.592 -1.721 0.281
C 0.776 -2.298 1.641
As 1.620 -4.092 1.499
C 2.699 -3.620 -0.057
C 3.998 -3.188 0.318
C 4.949 -2.850 -0.690
C 4.578 -2.913 -2.043
C 3.356 -3.464 -2.417
C 2.390 -3.680 -1.419
C 0.129 -4.951 0.597
C 0.380 -5.978 -0.410
C -0.608 -6.875 -0.764
C -1.928 -6.719 -0.339
C -2.179 -5.669 0.458
C -1.184 -4.824 1.019
P -0.422 -0.231 0.199
C -0.911 -0.070 -1.489
C -2.126 1.605 -3.176
C -1.054 1.637 -4.200
C -0.102 0.850 -4.548
C 0.128 -0.397 -3.860
C 0.017 -0.483 -2.452
C -1.838 -0.763 1.282
C -1.925 -0.245 2.591
C -2.833 -0.781 3.495
C -3.666 -1.805 3.122
C -3.582 -2.407 1.851
C -2.643 -1.861 0.964
H 0.091 -2.333 -0.415
H 1.627 -1.626 -0.152
H -0.171 -2.327 2.162
H 1.360 -1.594 2.291
H 4.370 -3.042 1.310
H 5.788 -2.334 -0.295
H 5.302 -2.722 -2.841
H 3.171 -3.725 -3.502
H 1.488 -4.138 -1.777
H 1.438 -6.290 -0.526
H -0.284 -7.685 -1.339
H -2.709 -7.464 -0.509
H -3.207 -5.650 0.893
H -1.486 -4.197 1.856
H -2.993 1.038 -3.601
H -1.189 2.437 -4.956
H 0.519 1.210 -5.377
H 0.515 -1.263 -4.450
H 0.846 -1.144 -2.021
H -1.360 0.610 2.888
H -2.871 -0.351 4.480
H -4.315 -2.218 3.956
H -4.188 -3.239 1.603
H -2.482 -2.240 -0.014
C -3.769 2.111 1.380
Te -1.946 3.137 1.044
C -1.809 4.000 3.031
H -4.415 2.227 0.530
H -4.111 2.526 2.329
H -3.538 1.079 1.572
H -1.909 3.208 3.759
H -2.600 4.757 3.114
H -0.850 4.423 3.221
```

- max |F| (eV/Å) = 5.94
- ⟨S²⟩ = 6.06
- net charge = +3
- ΔE to the lowest compared entry with this formula, charge and spin (kcal per mole) = 182.4
- gap between HOMO and LUMO (spin up / spin down) (eV) = 6.09 / 3.59
- spin multiplicity = 5

Record 2
A molecular structure, C44H52BrGeN2O3Ru at a distorted geometry. Source: the OMol25 dataset; level of theory: ωB97M-V/def2-TZVPD.

XYZ file:
```
104
C44H52BrGeN2O3Ru (ωB97M-V/def2-TZVPD)
Ru 0.215 0.091 0.157
C 6.713 -4.004 -1.317
C 5.960 -4.438 -0.052
C 5.897 -5.968 -0.046
C 6.734 -3.978 1.192
C 4.582 -3.794 -0.030
C 4.459 -2.412 -0.124
C 3.216 -1.833 -0.020
Br 3.060 0.091 -0.234
C 2.007 -2.537 0.214
O 0.919 -1.929 0.484
C 2.135 -3.959 0.146
C 3.398 -4.520 0.066
C 0.934 -4.908 0.124
C 1.024 -5.784 -1.140
C -0.420 -4.196 0.081
C 0.958 -5.804 1.370
H 7.704 -4.456 -1.343
H 6.831 -2.926 -1.356
H 6.168 -4.319 -2.204
H 6.906 -6.376 -0.066
H 5.368 -6.338 -0.921
H 5.405 -6.338 0.850
H 7.736 -4.405 1.202
H 6.215 -4.298 2.094
H 6.818 -2.896 1.215
H 5.311 -1.767 -0.271
H 3.456 -5.596 0.073
H 1.062 -5.156 -2.028
H 0.146 -6.425 -1.211
H 1.908 -6.418 -1.135
H -0.480 -3.527 -0.774
H -0.588 -3.612 0.982
H -1.221 -4.930 -0.003
H 1.875 -6.389 1.426
H 0.111 -6.489 1.352
H 0.889 -5.193 2.268
C 0.732 0.242 4.275
C -0.518 0.724 4.720
C -1.355 1.326 3.818
C -1.003 1.476 2.463
N 0.239 1.004 2.056
C 1.046 0.416 2.954
C -1.893 2.030 1.480
C -3.204 2.432 1.814
C -4.165 2.687 0.866
C -3.866 2.552 -0.491
C -2.567 2.281 -0.858
C -1.541 2.097 0.081
H 1.433 -0.219 4.954
H -0.812 0.610 5.755
H -2.309 1.695 4.165
H 2.017 0.099 2.577
H -3.485 2.533 2.853
H -5.161 2.985 1.169
H -4.633 2.689 -1.242
H -2.308 2.257 -1.910
C -0.207 5.121 0.486
Ge 0.992 3.535 0.244
C 2.244 3.949 -1.259
C 2.111 3.396 1.888
C -0.175 2.070 -0.406
H 0.367 6.037 0.604
H -0.830 4.987 1.365
H -0.859 5.231 -0.378
H 2.764 4.886 -1.084
H 1.699 4.032 -2.196
H 2.979 3.157 -1.356
H 2.639 4.334 2.040
H 2.840 2.602 1.772
H 1.508 3.193 2.764
H -0.155 2.114 -1.508
C -5.699 -3.354 4.012
C -5.280 -3.777 2.632
C -5.178 -5.134 2.344
C -4.730 -5.564 1.110
C -4.353 -4.642 0.155
C -4.468 -3.278 0.414
N -4.043 -2.308 -0.476
C -3.666 -2.502 -1.784
C -4.428 -3.287 -2.656
C -4.075 -3.415 -3.982
C -2.960 -2.756 -4.481
C -2.206 -1.963 -3.638
C -2.536 -1.831 -2.295
C -1.635 -1.041 -1.404
O -0.559 -0.605 -1.884
O -1.959 -0.860 -0.198
C -4.966 -2.839 1.654
C -5.121 -1.363 1.883
H -5.730 -4.218 4.673
H -6.688 -2.897 4.003
H -4.992 -2.633 4.418
H -5.440 -5.857 3.103
H -4.642 -6.622 0.903
H -3.931 -4.970 -0.784
H -3.469 -1.568 -0.044
H -5.309 -3.785 -2.274
H -4.682 -4.028 -4.638
H -2.687 -2.866 -5.521
H -1.333 -1.438 -3.997
H -5.503 -0.884 0.982
H -4.162 -0.898 2.116
H -5.810 -1.158 2.699
```

- max |F| (eV/Å) = 1.41
- ⟨S²⟩ = 6.06
- net charge = -1
- ΔE to the lowest compared entry with this formula, charge and spin (kcal per mole) = 5.7
- gap between HOMO and LUMO (spin up / spin down) (eV) = 4.95 / 7.25
- spin multiplicity = 5

Record 3
A molecular structure, C44H52BrN5OPRbS. Source: the OMol25 dataset; level of theory: ωB97M-V/def2-TZVPD.

XYZ file:
```
106
C44H52BrN5OPRbS (ωB97M-V/def2-TZVPD)
Rb 0.148 0.917 -0.616
N 2.729 -0.307 1.011
C 3.464 0.760 0.619
S 3.983 1.876 1.796
N 3.857 0.857 -0.671
N 3.110 0.085 -1.471
C 3.477 -0.095 -2.698
C 4.750 0.387 -3.291
C 5.949 0.357 -2.575
C 7.130 0.795 -3.153
C 7.143 1.286 -4.453
C 5.957 1.335 -5.171
C 4.776 0.889 -4.594
C 2.496 -0.812 -3.551
C 2.906 -1.654 -4.591
C 1.950 -2.311 -5.343
C 0.607 -2.116 -5.054
C 0.286 -1.264 -4.006
N 1.199 -0.629 -3.276
H 2.291 -0.287 1.914
H 2.401 -0.968 0.322
H 5.938 0.013 -1.551
H 8.047 0.763 -2.576
H 8.068 1.635 -4.898
H 5.946 1.729 -6.181
H 3.853 0.937 -5.159
H 3.961 -1.793 -4.787
H 2.251 -2.975 -6.145
H -0.178 -2.601 -5.620
H -0.746 -1.060 -3.738
C 0.391 1.612 4.381
C -0.854 2.282 3.804
C -0.549 3.728 3.417
P -1.404 1.331 2.309
C -2.977 2.216 1.814
C -3.690 1.381 0.753
C -3.966 2.679 2.882
C -1.939 -0.247 3.040
C -2.876 -0.311 4.068
C -3.308 -1.493 4.655
C -4.313 -1.508 5.776
C -2.741 -2.670 4.155
C -1.783 -2.662 3.168
C -1.295 -1.449 2.579
N -0.315 -1.410 1.668
C 0.445 -2.557 1.455
C 1.331 -3.055 2.435
C 1.397 -2.399 3.785
C 2.165 -4.126 2.139
C 2.168 -4.742 0.894
C 3.126 -5.859 0.574
C 1.288 -4.252 -0.065
C 0.434 -3.188 0.193
C -0.504 -2.691 -0.869
H 0.729 2.141 5.278
H 1.213 1.631 3.659
H 0.192 0.572 4.650
H -1.649 2.261 4.560
H 0.217 3.758 2.638
H -0.172 4.287 4.280
H -1.430 4.252 3.038
H -2.578 3.111 1.319
H -4.040 0.437 1.179
H -3.047 1.147 -0.099
H -4.561 1.917 0.360
H -4.529 1.837 3.288
H -4.696 3.365 2.437
H -3.484 3.199 3.712
H -3.287 0.620 4.448
H -4.756 -0.518 5.909
H -3.868 -1.795 6.735
H -5.132 -2.207 5.581
H -3.061 -3.627 4.563
H -1.366 -3.601 2.822
H 1.432 -1.312 3.685
H 2.280 -2.730 4.335
H 0.509 -2.617 4.384
H 2.852 -4.477 2.906
H 3.399 -6.416 1.474
H 4.052 -5.481 0.131
H 2.690 -6.564 -0.138
H 1.263 -4.712 -1.050
H -0.444 -3.313 -1.764
H -0.251 -1.674 -1.165
H -1.536 -2.667 -0.515
Br -6.003 -0.383 -5.632
C -4.551 0.034 -4.451
C -3.650 1.023 -4.800
C -2.605 1.306 -3.917
C -2.390 0.672 -2.677
C -3.356 -0.323 -2.416
C -4.417 -0.657 -3.261
H -3.758 1.553 -5.740
H -1.908 2.076 -4.256
H -3.297 -0.894 -1.488
H -5.123 -1.437 -2.999
C -2.110 4.143 -1.713
C -1.005 4.587 -0.790
C -0.858 6.061 -0.510
O -0.259 3.781 -0.285
H -2.825 4.936 -1.932
H -2.615 3.270 -1.295
H -1.663 3.794 -2.646
H -1.759 6.417 -0.002
H -0.782 6.614 -1.449
H 0.016 6.239 0.111
```

- max |F| (eV/Å) = 0.46
- net charge = -2
- ΔE to the lowest compared entry with this formula, charge and spin (kcal per mole) = 3.4
- gap between HOMO and LUMO (eV) = 5.12

The calculation returns the following energy values, one per record and in order: -140513.4908 -184737.6076 -146793.4168 eV.